# 1
{
  "formula": "C33H66N9O8",
  "method": "ωB97M-V/def2-TZVPD",
  "symbols": ["H", "C", "H", "H", "H", "H", "C", "C", "H", "C", "H", "H", "H", "H", "N", "N", "H", "H", "H", "O", "N", "H", "C", "H", "H", "H", "H", "C", "H", "C", "C", "N", "H", "H", "H", "C", "H", "H", "H", "C", "H", "C", "C", "H", "H", "C", "H", "O", "N", "C", "H", "C", "H", "H", "C", "H", "N", "H", "C", "C", "C", "H", "O", "N", "H", "C", "H", "N", "H", "C", "H", "O", "H", "H", "H", "H", "O", "C", "N", "H", "H", "C", "H", "H", "O", "O", "C", "C", "H", "H", "H", "H", "C", "H", "H", "H", "H", "H", "H", "C", "O", "C", "H", "C", "C", "C", "H", "H", "C", "H", "H", "H", "H", "H", "H", "C"],
  "xyz": [[8.894973, -7.968487, -8.396095], [-8.882979, -5.121261, 0.626026], [9.701385, -5.264154, -6.724936], [-1.605613, 3.086987, 1.674995], [2.837160, 9.011399, 1.568320], [5.639356, -3.252821, -3.073118], [2.974320, 7.004905, 0.749946], [9.839406, -5.409876, -7.796517], [2.126471, -4.342166, -1.537896], [-0.366877, 9.480595, 3.088726], [3.138848, 7.592312, -0.150810], [-0.394519, 6.640162, 4.188343], [0.623019, 0.600534, 2.135174], [-0.614720, -6.157348, 0.201594], [-10.183905, -5.427493, 0.759239], [-6.074584, -1.593235, -0.011278], [6.619703, -5.587526, -8.781963], [3.113382, 3.741771, 2.440030], [-1.983348, -2.325721, 1.075461], [5.539874, -4.726242, -1.677559], [5.083283, -5.043581, -3.883969], [0.097869, -5.162329, 1.472842], [-2.745759, 3.908765, 3.314343], [5.125309, 6.641448, 0.747243], [1.088166, 6.791455, 2.249733], [5.102496, 4.735370, 2.283376], [2.041108, 6.900337, 4.312877], [-5.257038, -2.281946, -0.829665], [-3.405379, 7.186579, 3.792423], [0.295295, -5.975275, 0.773643], [0.262646, 8.659509, 1.979293], [-0.728579, 8.764305, 4.302044], [3.969646, -6.582623, -2.997240], [-11.789881, -5.351859, -0.582289], [3.048471, -6.446872, 0.837349], [4.983002, -4.473609, -5.217047], [4.128046, 5.326919, 0.182862], [-8.479308, -5.354234, -0.373056], [-0.694546, -2.875929, 2.163345], [-0.979933, -2.112307, 1.437667], [0.221004, -0.136667, 3.689938], [-6.606090, -0.296971, -0.374698], [-3.253954, 5.060954, 3.913116], [-5.053192, -1.752891, -1.778374], [-11.348552, -6.979803, -0.026413], [-1.990703, 3.970112, 2.147829], [-10.325541, -6.135390, -1.201245], [-2.710284, 8.481110, 1.271522], [2.983598, 4.732894, 2.609138], [1.442993, 7.751651, 4.013455], [5.674818, -4.977861, -5.891036], [-10.955240, -6.006173, -0.323890], [10.117683, -4.451933, -8.235848], [1.093530, -1.082849, 2.461784], [-2.983436, 6.300787, 3.335249], [2.107309, 6.388328, 0.527741], [1.384073, -5.613557, -0.118979], [-1.721217, 8.610610, 4.379713], [2.583029, -6.430202, -0.149436], [-6.434814, -2.177530, 1.277960], [8.607432, -7.171287, -9.084118], [0.562682, -6.871458, 1.326982], [-4.774131, -3.370924, -0.586294], [8.606831, -5.894333, -8.396960], [0.746810, 9.364425, 1.310248], [-1.706175, 5.215470, 1.590381], [-2.946045, 2.952051, 3.767531], [-0.932605, -0.800321, 2.073101], [4.470901, 6.132869, 3.092858], [1.248092, -4.526931, -0.896460], [0.151708, 7.444964, 5.643274], [0.265940, -3.804357, -0.913127], [10.633815, -6.131794, -7.965680], [-11.875655, -5.470093, 1.978771], [-6.933336, -3.140876, 1.119872], [0.382768, 10.229774, 3.357674], [7.451100, -4.058491, -7.730181], [5.437372, -4.306330, -2.817875], [1.358446, 7.746025, 2.509258], [2.331002, -7.452160, -0.441110], [-6.291356, 0.456884, 0.350993], [4.795611, -6.455132, -3.697011], [5.231754, -3.415911, -5.194544], [-5.529327, -2.351064, 1.863208], [-0.559548, 7.850089, 1.187592], [-2.015482, 1.097766, 2.690234], [-1.896462, 7.675062, 1.543599], [-2.202379, 6.381038, 2.189737], [5.668408, -6.964786, -3.287473], [1.896038, 8.687574, 4.318109], [-7.097418, -1.505964, 1.818900], [7.614476, -7.384849, -9.473605], [-2.005479, -0.012842, 2.168857], [3.295540, -6.019581, -0.861857], [-1.211026, 10.053387, 2.725425], [3.432527, 7.827097, 2.686732], [9.314207, -7.150556, -9.915497], [2.870730, 4.768440, 3.616872], [-0.289922, -2.137808, 0.597954], [2.710495, 7.985789, 1.895308], [-8.193012, -4.634497, 1.505450], [4.195391, 6.108465, 0.937438], [-10.334297, -5.725850, 2.827372], [4.259460, 5.425554, 2.292683], [-10.833084, -5.168696, 2.034307], [0.326501, -0.330152, 2.621611], [3.964480, -4.590817, -5.592994], [-3.844341, 5.023471, 4.813668], [7.501285, -5.135928, -8.294691], [-2.911862, -0.452806, 1.724584], [-10.772970, -4.107323, 2.275924], [-1.124999, 5.296619, 0.684036], [-6.245554, -0.007368, -1.360100], [-7.697585, -0.329742, -0.395514], [4.529864, -6.900175, -4.652087], [0.051110, 7.567313, 4.565650]],
  "forces_ev_per_a": [[-0.015, -0.056, -0.056], [0.171, -0.017, -0.025], [0.056, 0.019, 0.005], [-0.079, -0.315, 0.097], [-0.452, 0.210, 0.117], [-0.004, -0.006, -0.018], [0.320, 0.478, -0.568], [-0.140, 0.094, 0.003], [0.010, -0.015, 0.022], [0.313, 0.032, 0.835], [-0.058, -0.011, -0.178], [0.017, -0.034, -0.203], [0.051, 0.003, 0.023], [-0.035, 0.000, 0.054], [-0.123, -0.047, -0.082], [-0.019, 0.179, 0.046], [0.018, -0.014, -0.004], [-0.278, -0.029, -0.311], [-0.013, 0.030, -0.004], [-0.155, -0.097, -0.053], [-0.055, 0.082, -0.090], [-0.042, -0.036, 0.037], [-0.193, -0.006, 0.297], [0.055, 0.138, 0.053], [-0.067, -0.005, -0.090], [0.079, -0.056, 0.075], [0.362, 0.021, -0.103], [0.042, 0.000, -0.151], [0.020, 0.146, -0.127], [-0.014, 0.122, -0.144], [-0.359, 0.276, -0.736], [-0.236, -0.085, -0.391], [-0.017, -0.073, -0.022], [-0.021, -0.046, -0.063], [0.080, -0.052, -0.033], [-0.062, -0.269, 0.104], [0.084, -0.034, -0.178], [-0.007, -0.001, 0.000], [-0.026, -0.064, -0.058], [0.175, 0.233, 0.092], [0.057, 0.016, 0.002], [0.008, -0.154, 0.161], [0.556, 0.305, -0.715], [-0.025, 0.023, 0.012], [-0.028, -0.016, -0.075], [0.062, 0.917, -0.075], [0.033, 0.009, 0.007], [-0.515, 1.278, -0.152], [0.424, 0.224, 0.402], [-0.686, -0.315, -0.250], [0.004, 0.111, -0.083], [-0.025, 0.063, 0.214], [0.046, 0.003, 0.034], [-0.020, -0.032, -0.029], [-0.343, -0.176, 0.184], [-0.191, -0.030, 0.214], [0.097, -0.069, 0.004], [-0.036, -0.081, -0.012], [-0.188, -0.001, 0.078], [0.147, -0.322, -0.314], [0.142, 0.135, 0.108], [0.042, -0.009, -0.011], [-0.002, 0.032, 0.118], [0.015, -0.137, -0.048], [0.180, -0.040, -0.147], [-0.173, -0.038, 0.571], [0.038, -0.190, -0.095], [-0.037, -0.116, -0.009], [0.043, 0.142, 0.028], [0.011, 0.051, -0.121], [-0.032, -0.087, 0.118], [0.053, -0.012, 0.053], [-0.019, -0.033, -0.023], [-0.006, -0.016, -0.042], [0.213, 0.347, 0.217], [0.138, 0.091, -0.134], [-0.008, -0.045, 0.059], [0.094, 0.098, 0.067], [0.528, 0.222, 0.540], [0.076, -0.021, 0.010], [-0.043, 0.063, -0.045], [0.100, 0.113, 0.128], [0.041, 0.003, 0.019], [-0.062, -0.005, 0.073], [0.316, -0.100, 0.109], [0.114, -0.199, -0.033], [-0.359, -0.884, 0.484], [0.532, -0.636, -0.261], [-0.033, -0.052, 0.006], [0.104, 0.080, 0.113], [0.006, 0.063, -0.069], [-0.021, 0.025, 0.005], [-0.186, 0.034, 0.019], [0.046, 0.049, 0.053], [-0.150, -0.087, -0.285], [0.063, 0.016, 0.160], [-0.026, -0.073, -0.027], [-0.122, -0.068, 0.032], [-0.048, -0.162, -0.049], [0.308, -0.685, -0.147], [-0.328, -0.227, 0.032], [-0.198, -0.288, 0.166], [-0.036, 0.023, 0.040], [-0.115, -0.242, -0.028], [0.168, 0.026, -0.026], [-0.144, 0.075, 0.025], [0.020, 0.055, -0.068], [-0.074, -0.151, 0.095], [-0.067, 0.061, -0.043], [0.012, -0.028, 0.004], [-0.029, -0.008, 0.051], [0.102, -0.055, -0.092], [0.013, -0.023, -0.010], [-0.004, 0.086, -0.023], [-0.002, 0.030, -0.027], [0.044, 0.347, 0.581]],
  "homo_ev": -10.0,
  "homo_lumo_gap_ev": 8.0,
  "charge": 1
}



# 2
{
  "formula": "C7H9N",
  "method": "ωB97M-V/def2-TZVPD",
  "symbols": ["C", "H", "H", "H", "H", "C", "C", "H", "C", "H", "N", "H", "H", "C", "C", "C", "H"],
  "xyz": [[-2.353854, -0.508700, 0.057691], [1.916264, -2.118800, -0.525344], [-0.189984, -1.370711, -0.347631], [-3.442794, -0.500366, 0.102743], [3.911540, -0.794465, 0.251836], [-1.596561, 0.803800, 0.144087], [1.829793, -1.114414, -0.191416], [-2.074052, -0.846280, -0.973637], [2.891470, -0.411423, 0.263784], [-2.004117, 1.411439, -0.709728], [1.348216, 2.737784, -0.149821], [2.442641, 0.548368, 0.696759], [-1.878105, 1.467716, 0.977633], [0.660369, 1.809591, -0.106233], [0.450130, -0.532079, -0.181184], [-0.102890, 0.662183, -0.043585], [-1.808065, -1.243649, 0.734041]],
  "forces_ev_per_a": [[2.079, -1.254, -0.570], [-0.018, -0.684, -0.489], [-0.822, -0.135, 0.300], [0.276, 0.229, 0.487], [-0.300, 0.482, 0.291], [-1.555, 1.573, -1.291], [0.646, 2.297, 0.392], [-0.609, -0.190, 0.705], [-2.703, 0.517, 0.238], [0.550, -0.253, 0.444], [-0.510, -0.362, -0.040], [2.233, -1.003, -0.468], [0.500, -0.570, 0.225], [1.711, 2.346, 0.260], [1.496, -2.531, -0.316], [-1.489, -1.092, 0.304], [-1.483, 0.631, -0.472]],
  "homo_ev": -9.2,
  "de_lowest_ev": 2.556,
  "homo_lumo_gap_ev": 9.2,
  "smiles": "C=C/C=C(\\C#N)CC",
  "charge": 0
}



# 3
{
  "formula": "H17O9",
  "method": "ωB97M-V/def2-TZVPD",
  "symbols": ["O", "H", "H", "H", "O", "H", "O", "H", "H", "O", "H", "H", "O", "H", "H", "H", "H", "H", "H", "O", "O", "H", "H", "O", "H", "O"],
  "xyz": [[25.150910, 6.690121, 20.833371], [21.352073, 3.939663, 21.079442], [20.613671, 8.986447, 17.270348], [21.748487, 7.971623, 17.273502], [20.883879, 8.150960, 16.880485], [24.570010, 6.049320, 20.364826], [23.458431, 5.161743, 19.307058], [26.739306, 5.924223, 18.831206], [23.734227, 6.910108, 18.041054], [23.569955, 2.829492, 20.713532], [25.509107, 5.055349, 18.718857], [24.859247, 6.656532, 21.747714], [21.807973, 7.056509, 20.426778], [21.211183, 7.001015, 19.672469], [24.682177, 7.450894, 16.986997], [20.852779, 5.386904, 21.014688], [23.574218, 3.529534, 20.027699], [22.512044, 4.079153, 18.040054], [23.093636, 5.540702, 18.500262], [20.789267, 4.572807, 21.539663], [23.760606, 7.480437, 17.258224], [22.479045, 6.353013, 20.247641], [22.686770, 3.131488, 16.850859], [22.037256, 3.419670, 17.496841], [24.451453, 2.451087, 20.682686], [26.339906, 5.257544, 18.263643]],
  "forces_ev_per_a": [[0.225, -0.108, 0.058], [0.126, 0.028, 0.041], [-0.001, 0.009, 0.031], [0.226, 0.033, -0.288], [-0.152, 0.019, 0.166], [-0.153, 0.148, -0.156], [0.170, 0.138, -0.211], [-0.037, -0.002, 0.111], [0.378, 0.254, 0.142], [0.048, -0.155, -0.028], [-0.433, -0.027, -0.033], [-0.026, 0.017, 0.012], [-0.183, -0.033, 0.015], [0.054, 0.096, -0.084], [0.028, -0.077, -0.009], [0.208, -0.130, 0.350], [-0.121, 0.247, 0.086], [-0.070, -0.557, 0.190], [0.010, -0.159, 0.090], [-0.284, -0.053, -0.111], [-0.186, 0.012, 0.089], [-0.046, 0.071, -0.241], [0.037, 0.003, 0.002], [-0.033, 0.159, -0.133], [0.005, -0.016, 0.013], [0.211, 0.083, -0.102]],
  "homo_ev": -6.7,
  "de_lowest_ev": 0.418,
  "homo_lumo_gap_ev": 10.0,
  "charge": -1
}



# 4
{
  "formula": "C4H4HgO5",
  "method": "ωB97M-V/def2-TZVPD",
  "symbols": ["H", "H", "O", "C", "C", "C", "H", "Hg", "C", "O", "O", "O", "H", "O"],
  "xyz": [[-0.244380, 0.279723, -1.349070], [-0.353488, -1.960294, -0.552205], [-2.226803, -1.146119, -0.132010], [-0.335683, 0.214080, -0.248239], [-2.621420, 0.125537, -0.041176], [3.466110, -0.346512, -0.304501], [3.031261, -1.796049, 0.240184], [1.452926, 0.913558, 0.688761], [-0.789412, -1.187708, 0.091329], [-3.783290, 0.463589, -0.027233], [-1.591617, 0.948886, 0.046789], [2.903459, 0.650980, -0.802901], [-0.649297, -1.468059, 1.147389], [2.706418, -0.848514, 0.719758]],
  "forces_ev_per_a": [[0.071, 0.018, 0.303], [-0.120, 0.194, 0.133], [0.237, -0.778, -0.111], [-1.605, -0.397, -0.808], [-0.850, 0.546, 0.086], [1.167, 1.342, -2.727], [-1.234, 2.185, 2.336], [-3.456, 3.537, 2.733], [-0.009, -0.134, 0.137], [0.482, -0.195, -0.036], [0.467, 0.272, 0.027], [2.722, -0.693, -1.212], [0.031, 0.118, -0.238], [2.096, -6.017, -0.622]],
  "s_squared": 0.75,
  "homo_ev": [-2.4, -4.2],
  "multiplicity": 2,
  "de_lowest_ev": 3.729,
  "homo_lumo_gap_ev": [5.9, 7.4],
  "charge": -1
}



# 5
{
  "formula": "C4H6N2",
  "method": "ωB97M-V/def2-TZVPD",
  "symbols": ["H", "N", "C", "H", "C", "H", "H", "N", "C", "C", "H", "H"],
  "xyz": [[1.132565, 1.631198, 0.681552], [0.960859, -0.515473, 0.850031], [-0.044652, -0.095821, -0.124428], [-2.207842, 0.174031, -0.244748], [-0.060122, -0.786511, -1.408469], [1.956501, 0.697587, -0.667800], [-1.591634, -0.567433, 1.245812], [-0.047014, -1.328664, -2.431477], [1.195512, 0.708140, 0.110507], [-1.402281, 0.199744, 0.491909], [1.522264, -1.287468, 0.505369], [-1.414156, 1.170669, 0.991742]],
  "forces_ev_per_a": [[-0.082, -0.169, -0.038], [0.180, -0.297, 0.067], [-0.139, -0.046, -0.040], [0.146, 0.073, 0.023], [0.026, -0.508, -0.783], [-0.194, 0.054, 0.072], [-0.084, 0.078, -0.104], [-0.045, 0.497, 0.990], [0.112, 0.262, -0.079], [-0.035, 0.047, -0.006], [0.042, 0.096, -0.024], [0.073, -0.086, -0.077]],
  "homo_ev": -10.3,
  "de_lowest_ev": 1.591,
  "homo_lumo_gap_ev": 11.2,
  "smiles": "C[C@@]1(C#N)CN1",
  "charge": 0
}



# 6
{
  "formula": "H6O3",
  "method": "ωB97M-V/def2-TZVPD",
  "symbols": ["H", "O", "H", "O", "O", "H", "H", "H", "H"],
  "xyz": [[-9.962189, 2.334996, 6.707411], [-10.261151, 1.542214, 6.251000], [-10.149831, 0.707806, 6.852935], [7.260781, 7.841131, -5.322642], [2.969804, -9.355561, -1.073810], [3.842055, -9.749151, -1.033618], [3.062410, -8.531572, -0.626208], [7.017609, 6.812786, -5.363746], [6.434472, 8.202863, -5.373155]],
  "forces_ev_per_a": [[0.091, -0.399, 0.358], [0.055, -2.429, 1.119], [-0.147, 2.828, -1.478], [3.456, -3.732, 0.160], [-0.201, -0.849, -0.465], [0.167, -0.135, -0.034], [0.034, 0.984, 0.498], [0.528, 1.887, 0.082], [-3.983, 1.844, -0.241]],
  "s_squared": 0.75,
  "homo_ev": [1.7, -5.5],
  "multiplicity": 2,
  "de_lowest_ev": 1.534,
  "homo_lumo_gap_ev": [0.0, 7.2],
  "charge": -1
}



Which formula does entry 2 have?
C7H9N



Which formula does entry 6 have?
H6O3



Which formula does entry 6 have?
H6O3